Record 1
C56H120N6O8 | the ωB97M-V functional and the def2-TZVPD basis

The value obtained for the lowest unoccupied orbital energy is -0.11005 Eh. Its net charge is +2. The relative energy (zero: lowest compared OMol25 entry of this formula, charge and spin) is 0.0 kcal/mol.

Last column: Löwdin charge in e.
CARTESIAN COORDINATES (ANGSTROEM)
1 C 5.11630 2.83973 5.93190  -0.104
2 C 3.77228 2.48053 5.36700  -0.247
3 C 3.20104 3.40988 4.27221  -0.088
4 N 1.67661 3.32943 4.15773  -0.255
5 C 1.34307 1.88869 3.74839  0.023
6 C 1.22233 4.20189 3.05131  -0.119
7 C -0.23133 4.40919 3.27332  -0.154
8 C -0.51157 4.03388 4.71908  -0.123
9 C 0.87313 3.71070 5.33610  -0.106
10 H 5.87211 2.90786 5.13950  0.083
11 H 5.41281 2.07552 6.69976  0.095
12 H 5.09994 3.78496 6.50307  0.083
13 H 3.01261 2.36260 6.13955  0.105
14 H 3.87350 1.48031 4.89946  0.109
15 H 3.57599 3.25645 3.29157  0.093
16 H 3.42164 4.46807 4.66152  0.160
17 H 2.01569 1.65829 2.88755  0.074
18 H 0.22437 1.80522 3.59272  0.095
19 H 1.47603 1.24100 4.61448  0.087
20 H 1.43485 3.69212 2.11944  0.121
21 H 1.78588 5.13791 3.09694  0.145
22 H -0.88919 3.97559 2.52645  0.101
23 H -0.42658 5.52613 3.19106  0.137
24 H -1.07474 3.08242 4.71615  0.101
25 H -0.96826 4.75660 5.41622  0.128
26 H 0.79905 2.94809 6.08530  0.125
27 H 1.30552 4.54997 5.85540  0.132
28 C 1.10417 -5.87850 -9.12925  -0.081
29 C 1.19208 -4.79738 -8.04536  -0.230
30 C -0.13548 -4.66200 -7.32309  -0.121
31 N -0.08785 -3.88786 -6.01798  -0.287
32 C 0.70895 -4.63812 -4.98810  0.046
33 C -1.48104 -3.66299 -5.42236  -0.054
34 C -1.29599 -2.54491 -4.33940  -0.095
35 C -0.12338 -1.73775 -4.99676  -0.128
36 C 0.34536 -2.50365 -6.22320  -0.132
37 H 0.73426 -6.79122 -8.67150  0.076
38 H 2.12624 -6.04717 -9.58536  0.105
39 H 0.41610 -5.58189 -9.92534  0.082
40 H 1.44650 -3.90432 -8.48771  0.085
41 H 1.92029 -5.16248 -7.32325  0.105
42 H -0.57097 -5.59649 -7.04037  0.127
43 H -0.87123 -4.09505 -7.97741  0.161
44 H 1.69644 -4.90518 -5.35317  0.107
45 H 0.11538 -5.45238 -4.64876  0.108
46 H 0.94719 -4.03273 -4.15320  0.069
47 H -1.78427 -4.64897 -5.10209  0.127
48 H -2.08377 -3.26752 -6.27624  0.152
49 H -0.99396 -2.83050 -3.39105  0.069
50 H -2.25494 -2.01902 -4.18223  0.107
51 H 0.64816 -1.53035 -4.24887  0.079
52 H -0.41834 -0.68715 -5.31959  0.141
53 H 1.42338 -2.58653 -6.27280  0.130
54 H 0.00935 -2.03039 -7.17649  0.158
55 C -9.50867 2.78127 0.10944  -0.052
56 C -7.99057 2.97713 -0.27512  -0.216
57 C -7.29650 3.89186 0.67575  -0.182
58 N -5.86725 4.07578 0.33703  -0.261
59 C -5.02788 2.81382 0.66355  0.045
60 C -5.27239 5.21124 1.07995  -0.080
61 C -3.94383 5.48666 0.23775  -0.128
62 C -4.21540 4.98800 -1.14589  -0.150
63 C -5.66758 4.51550 -1.15323  -0.054
64 H -10.03543 2.63520 -0.79516  0.055
65 H -9.79184 3.76733 0.59416  0.092
66 H -9.56442 1.96261 0.85347  0.088
67 H -7.86961 3.49550 -1.25860  0.117
68 H -7.46870 2.02375 -0.26790  0.114
69 H -7.26526 3.51383 1.69874  0.144
70 H -7.78137 4.83663 0.70312  0.123
71 H -4.01451 3.01157 0.84414  0.063
72 H -5.03081 2.09034 -0.10068  0.050
73 H -5.42339 2.32335 1.55127  0.114
74 H -5.25202 4.94134 2.14954  0.153
75 H -5.97576 5.99992 0.91910  0.116
76 H -3.09226 5.04649 0.75373  0.103
77 H -3.85140 6.58686 0.28506  0.122
78 H -3.59213 4.13844 -1.44408  0.107
79 H -4.11056 5.78885 -1.91588  0.138
80 H -5.86686 3.63434 -1.79102  0.127
81 H -6.39291 5.30688 -1.16127  0.130
82 C 7.83988 0.49534 0.59960  -0.092
83 C 7.03603 -0.21803 -0.44216  -0.251
84 C 5.73493 0.53728 -0.69750  -0.133
85 N 4.70669 -0.27556 -1.46176  -0.229
86 C 3.96599 -1.18822 -0.49954  0.055
87 C 5.21494 -1.09162 -2.59474  -0.124
88 C 4.01682 -1.35849 -3.46665  -0.142
89 C 3.05656 -0.13067 -3.37047  -0.098
90 C 3.69010 0.64298 -2.19455  -0.058
91 H 8.76180 0.00064 0.83351  0.075
92 H 7.22371 0.55306 1.53242  0.098
93 H 8.00541 1.49669 0.20343  0.085
94 H 6.85167 -1.22563 0.00528  0.121
95 H 7.47150 -0.39900 -1.42524  0.108
96 H 5.89370 1.48191 -1.21766  0.119
97 H 5.25663 0.81507 0.30009  0.129
98 H 3.30900 -0.65127 0.11963  0.076
99 H 4.76556 -1.77153 -0.10004  0.096
100 H 3.34839 -1.85756 -1.12244  0.080
101 H 5.65011 -2.03170 -2.31090  0.136
102 H 6.01052 -0.51767 -3.10567  0.149
103 H 3.46451 -2.21012 -3.07791  0.082
104 H 4.23689 -1.54888 -4.48590  0.106
105 H 2.06252 -0.45561 -3.16186  0.060
106 H 3.13874 0.48125 -4.24832  0.114
107 H 3.02479 1.07687 -1.43644  0.092
108 H 4.30988 1.53541 -2.48519  0.146
109 C -1.32967 -4.47378 2.63850  -0.075
110 C -0.68008 -3.43383 3.49133  -0.233
111 C 0.77274 -3.69709 3.50234  -0.135
112 N 1.70772 -2.95933 4.46141  -0.276
113 C 1.21135 -3.26627 5.82694  0.005
114 C 1.74058 -1.48835 4.27677  -0.115
115 C 2.48722 -1.31400 2.93800  -0.128
116 C 3.46383 -2.51448 2.96788  -0.154
117 C 3.16137 -3.38958 4.17057  -0.062
118 H -1.08297 -4.46949 1.61021  0.044
119 H -2.44040 -4.29029 2.69034  0.106
120 H -1.20276 -5.48615 2.96734  0.077
121 H -1.04498 -3.37369 4.50961  0.111
122 H -0.85779 -2.46816 3.02624  0.095
123 H 1.23247 -3.60733 2.51092  0.113
124 H 0.89882 -4.74374 3.85342  0.147
125 H 1.77247 -2.61711 6.55808  0.124
126 H 1.48202 -4.30246 6.15747  0.130
127 H 0.16311 -3.10162 5.92986  0.085
128 H 2.32006 -1.09181 5.09443  0.118
129 H 0.69925 -0.99908 4.25717  0.143
130 H 2.83148 -0.28624 2.76810  0.089
131 H 1.78781 -1.57466 2.12486  0.072
132 H 4.49916 -2.17492 3.08828  0.114
133 H 3.44655 -3.15831 2.02298  0.127
134 H 3.63595 -3.10721 5.11190  0.134
135 H 3.22272 -4.45622 3.92831  0.143
136 C -4.10243 -1.27568 0.50174  -0.062
137 C -2.87830 -1.68333 -0.30095  -0.211
138 C -1.52853 -1.28517 0.26826  -0.060
139 N -0.87701 0.04486 -0.23774  -0.223
140 C 0.17789 0.43426 0.72107  0.029
141 C -1.82267 1.23509 -0.39742  -0.050
142 C -1.06844 2.11138 -1.48601  -0.113
143 C 0.00418 1.23103 -2.07714  -0.135
144 C -0.45185 -0.17642 -1.59902  -0.128
145 H -5.04994 -1.48281 0.03841  0.086
146 H -4.02413 -0.21633 0.63281  0.047
147 H -4.01702 -1.70481 1.47327  0.050
148 H -2.94307 -1.43880 -1.39104  0.090
149 H -2.85771 -2.72852 -0.20503  0.087
150 H -0.81141 -2.01519 0.00764  0.091
151 H -1.68729 -1.19413 1.32881  0.110
152 H 0.87916 -0.41989 0.76952  0.093
153 H -0.29654 0.69433 1.63222  0.072
154 H 0.84716 1.21014 0.33957  0.082
155 H -2.01918 1.69398 0.62744  0.126
156 H -2.80361 0.91554 -0.72513  0.081
157 H -0.61224 3.01635 -1.01882  0.120
158 H -1.74530 2.51651 -2.21874  0.098
159 H 1.02489 1.45363 -1.79001  0.074
160 H -0.11619 1.23953 -3.13784  0.104
161 H 0.33225 -0.91011 -1.70391  0.108
162 H -1.36082 -0.50463 -2.19022  0.123
163 C -4.89512 0.81033 -4.43462  -0.034
164 C -4.36385 0.56741 -3.02942  -0.721
165 O -3.41845 -0.30132 -2.95130  -0.121
166 O -4.82443 1.23997 -2.10576  -0.045
167 H -4.17378 1.30381 -5.07415  0.060
168 H -5.77752 1.47002 -4.45766  0.066
169 H -5.18829 -0.19703 -4.86179  0.090
170 C 4.59213 3.36519 0.56731  -0.020
171 C 3.32242 2.49780 0.64889  -0.791
172 O 3.33253 1.61013 1.51985  -0.097
173 O 2.39508 2.74429 -0.14322  -0.058
174 H 4.96107 3.36303 -0.49428  0.081
175 H 5.30236 3.14298 1.32826  0.056
176 H 4.21652 4.43355 0.62111  0.099
177 C 0.55549 -4.79396 -0.82151  -0.027
178 C 1.32571 -3.49415 -0.85171  -0.738
179 O 1.48615 -2.92223 0.26723  -0.075
180 O 1.62725 -3.09498 -1.99912  -0.073
181 H 0.56990 -5.40556 0.12422  0.084
182 H 0.95926 -5.45179 -1.62952  0.078
183 H -0.46408 -4.50601 -1.06016  0.066
184 C -3.66060 -0.22716 3.84250  -0.012
185 C -2.42576 0.67117 3.54939  -0.736
186 O -2.59258 1.80799 3.06949  -0.064
187 O -1.30125 0.17921 3.89540  -0.116
188 H -4.42376 0.02338 3.15321  0.036
189 H -4.00274 -0.06635 4.84439  0.068
190 H -3.24716 -1.24539 3.62969  0.070

---

Record 2
C43H48ClN3O6P2S2Tc | the ωB97M-V functional and the def2-TZVPD basis

The value obtained for the lowest unoccupied orbital energy (alpha / beta) is -0.22286 / -0.27237 Eh. Its net charge is +2. The spin multiplicity is 4. As for the expectation value of S²: 3.78.

Last column: Mulliken spin population.
CARTESIAN COORDINATES (ANGSTROEM)
1 Tc 12.04532 16.67532 13.60223  2.824
2 Cl 13.90296 19.25919 20.18134  0.003
3 C 13.41329 18.38375 18.79258  0.015
4 C 12.96577 17.06907 18.90447  -0.003
5 C 12.49726 16.40865 17.81619  0.020
6 C 12.49296 17.00246 16.53326  0.001
7 O 11.97328 16.26975 15.54243  0.062
8 C 13.04016 18.34105 16.41428  0.022
9 C 13.18906 18.94899 15.14786  0.017
10 O 12.86618 18.41723 14.04922  0.066
11 C 13.43087 18.99910 17.56820  0.005
12 H 13.00467 16.63853 19.89538  0.000
13 H 12.15681 15.40836 17.81769  0.002
14 H 13.63310 19.93579 15.05304  -0.005
15 H 13.76292 20.04382 17.53087  0.001
16 O 14.93160 14.42003 12.06339  0.008
17 S 15.11016 15.68002 12.67156  -0.001
18 O 16.21644 15.94756 13.49595  0.000
19 O 13.84866 15.93576 13.48172  0.137
20 C 15.10719 16.94498 11.40879  0.017
21 C 16.37907 17.34368 11.05327  0.001
22 C 16.51588 18.22107 9.95179  0.000
23 C 15.42493 18.66948 9.26089  0.001
24 C 14.14570 18.32255 9.69510  -0.002
25 C 13.96134 17.40481 10.74162  -0.010
26 P 12.27921 16.80770 11.09632  -0.109
27 C 12.09482 15.29141 10.12291  -0.012
28 C 11.70971 14.06166 10.62991  0.001
29 C 11.38168 12.97708 9.83100  0.000
30 C 11.45379 13.12115 8.44224  0.000
31 C 11.87736 14.34836 7.92011  0.000
32 C 12.18748 15.43677 8.73881  -0.001
33 C 11.10919 17.93908 10.22735  0.024
34 C 11.16503 19.32115 10.31927  -0.003
35 C 10.14659 20.12235 9.78850  0.002
36 C 9.06163 19.51344 9.16224  -0.003
37 C 8.96742 18.12523 9.11570  0.003
38 C 9.97975 17.34678 9.65725  -0.003
39 H 17.25171 16.96001 11.57392  0.000
40 H 17.52736 18.48805 9.58512  0.000
41 H 15.56966 19.32232 8.40469  0.000
42 H 13.30575 18.67398 9.14117  0.000
43 H 11.61964 13.97788 11.68267  -0.002
44 H 11.03153 12.04878 10.26566  0.000
45 H 11.17806 12.32244 7.73620  0.000
46 H 12.01708 14.42888 6.85709  0.000
47 H 12.53335 16.34281 8.26980  0.000
48 H 11.99742 19.82988 10.82949  -0.001
49 H 10.20351 21.19806 9.92469  0.000
50 H 8.29247 20.14075 8.75847  0.000
51 H 8.10353 17.63479 8.68513  0.000
52 H 9.87766 16.27705 9.57616  0.001
53 C 13.85342 21.38405 12.54429  0.000
54 S 12.12575 21.70674 12.89633  0.000
55 C 12.23666 23.42693 13.49358  0.000
56 H 14.47136 21.66585 13.41108  0.000
57 H 14.17535 21.91011 11.62961  0.000
58 H 14.00301 20.32003 12.34449  -0.001
59 H 12.92991 23.99101 12.84725  0.000
60 H 12.52575 23.46344 14.54628  0.000
61 H 11.24313 23.86879 13.37248  0.000
62 C 11.43131 8.16227 13.11517  0.000
63 C 11.51512 9.63517 13.37799  0.007
64 C 10.43651 10.46563 13.06922  0.000
65 C 10.52143 11.82260 13.26311  0.008
66 C 9.37972 12.68202 12.84786  0.003
67 C 11.69402 12.39328 13.83257  0.001
68 C 11.95443 13.75670 14.03605  0.034
69 O 11.23767 14.73135 13.60804  -0.027
70 C 12.74054 11.52596 14.26708  0.003
71 C 13.95198 12.02492 15.03804  -0.004
72 C 12.63592 10.17392 14.03843  0.001
73 H 10.77839 7.95025 12.25579  0.000
74 H 11.04800 7.62468 13.99418  0.001
75 H 12.39840 7.76739 12.82534  0.000
76 H 9.54934 10.04816 12.59671  0.000
77 H 8.48858 12.07573 12.70653  0.000
78 H 9.55196 13.13332 11.88142  -0.001
79 H 9.08706 13.44332 13.57709  -0.001
80 H 12.82986 14.00371 14.61221  -0.024
81 H 14.48240 12.80696 14.53117  0.001
82 H 14.66130 11.24347 15.17892  0.000
83 H 13.62538 12.38532 16.04785  0.001
84 H 13.42099 9.46860 14.30160  0.000
85 C 6.95415 18.37849 13.20850  0.000
86 N 7.88670 19.51478 13.23403  0.001
87 C 8.00141 20.13491 14.54156  -0.001
88 N 8.29028 19.14363 15.60196  0.012
89 C 7.35629 18.03740 15.56033  0.002
90 N 7.23679 17.37943 14.24975  0.014
91 C 8.44802 16.60812 13.92500  -0.003
92 P 9.86430 17.79109 13.82852  -0.125
93 C 9.17580 19.10124 12.70786  -0.013
94 C 9.66284 18.63824 15.53748  0.010
95 H 7.05218 17.87339 12.22891  0.000
96 H 5.92092 18.75671 13.22785  0.000
97 H 7.05720 20.65501 14.81108  0.000
98 H 8.82432 20.82228 14.51845  0.000
99 H 6.35749 18.41748 15.83070  0.000
100 H 7.75176 17.34389 16.28183  0.000
101 H 8.29912 16.06530 13.00252  0.002
102 H 8.62167 15.86505 14.71488  0.006
103 H 9.01237 18.63308 11.76026  0.001
104 H 9.87976 19.94173 12.61234  0.007
105 H 10.38755 19.45191 15.56930  0.000
106 H 9.88640 17.91191 16.31338  0.009

---

Record 3
C19H20O3 | the ωB97M-V functional and the def2-TZVPD basis

The value obtained for the lowest unoccupied orbital energy is -0.11473 Eh. Its net charge is 0. The relative energy (zero: lowest compared OMol25 entry of this formula, charge and spin) is 0.0 kcal/mol.

Last column: Löwdin charge in e.
CARTESIAN COORDINATES (ANGSTROEM)
1 C -3.57940 -0.01799 2.75103  -0.079
2 C -2.28966 0.75728 2.71841  -0.258
3 O -1.19504 -0.15610 2.61321  -0.054
4 C -0.01142 0.54938 2.62248  -0.491
5 C 1.11639 -0.35825 2.57462  0.043
6 C 2.44555 0.13603 2.67290  -0.506
7 C 3.57493 -0.88220 2.67836  -0.029
8 O 2.69988 1.34552 2.75689  0.024
9 O -0.02863 1.77317 2.67706  0.072
10 H -4.40711 0.69083 2.84274  0.077
11 H -3.72731 -0.59883 1.83428  0.055
12 H -3.61322 -0.69391 3.61358  0.077
13 H -2.26661 1.44194 1.86070  0.128
14 H -2.17466 1.34704 3.63706  0.127
15 H 0.89100 -1.41355 2.52796  0.040
16 H 3.22331 -1.91800 2.63971  0.044
17 H 4.23424 -0.68882 1.82138  0.081
18 H 4.18110 -0.73262 3.58171  0.082
19 C -0.10226 -3.35170 2.03900  0.071
20 C -1.00959 -3.15591 0.95127  -0.195
21 C -2.40645 -3.18355 1.23321  -0.017
22 C -3.34692 -2.96070 0.24037  -0.075
23 C -2.93564 -2.76172 -1.08548  -0.051
24 C -1.57025 -2.77467 -1.39620  -0.058
25 C -0.61488 -2.92064 -0.39371  -0.007
26 C 1.12628 -4.07338 2.04450  -0.202
27 C 1.65301 -4.46989 3.31530  -0.008
28 C 2.92422 -5.00627 3.43161  -0.065
29 C 3.73102 -5.15658 2.29333  -0.046
30 C 3.20869 -4.84934 1.02992  -0.057
31 C 1.89399 -4.41727 0.89200  0.003
32 H -0.51318 -3.11871 3.03114  0.139
33 H -2.72173 -3.39449 2.25601  0.124
34 H -4.40953 -2.95762 0.48615  0.114
35 H -3.67654 -2.60051 -1.86968  0.112
36 H -1.24662 -2.67116 -2.43317  0.112
37 H 0.44482 -2.82140 -0.62781  0.110
38 H 1.02778 -4.33051 4.20001  0.124
39 H 3.29903 -5.31060 4.41100  0.114
40 H 4.75252 -5.52724 2.39088  0.114
41 H 3.83194 -4.97132 0.14256  0.114
42 H 1.45664 -4.32250 -0.09780  0.099

---

Record 4
C5H7NO | the ωB97M-V functional and the def2-TZVPD basis

The value obtained for the lowest unoccupied orbital energy is 0.01729 Eh. Its net charge is 0. The relative energy (zero: lowest compared OMol25 entry of this formula, charge and spin) is 103.1 kcal/mol.

Last column: Löwdin charge in e.
CARTESIAN COORDINATES (ANGSTROEM)
1 O -1.70786 0.82054 -1.09448  -0.081
2 C -0.93533 1.25105 -0.21939  -0.522
3 N -0.74995 0.37279 0.98712  0.008
4 C -0.74531 -0.91407 0.77010  0.011
5 C 1.23687 -1.30101 -0.39969  -0.039
6 C 1.22904 0.00155 -0.72980  -0.138
7 C 0.76865 1.18685 -0.76795  0.030
8 H -1.00760 2.28776 0.17609  0.129
9 H -0.16753 0.74276 1.73029  0.150
10 H -1.34947 -1.24118 -0.07048  0.105
11 H -0.44162 -1.59652 1.55367  0.103
12 H 1.88365 -1.66139 0.39923  0.073
13 H 0.86817 -2.04531 -1.10003  0.079
14 H 1.11830 2.09617 -1.23469  0.091